Here is a molecular structure, C33H22Cl2N6O5Ti from the Open Molecules 2025 dataset. Energies are from wB97M-V/def2-TZVPD.

```
! RIJCOSX wB97M-V def2-TZVPD def2/J DEFGRID3
* xyz -2 3
Ti 0.3157 -0.3856 -0.0701
Cl 7.1781 -1.3209 1.2828
C 5.5601 -1.5598 0.6652
C 4.5365 -0.7502 1.1348
C 3.2363 -0.9021 0.6714
N 2.1805 -0.0621 1.0706
C 2.1442 0.4025 2.3283
O 2.8714 0.1053 3.2863
C 1.0377 1.3928 2.6277
C 0.3082 1.2379 3.8067
C -0.6944 2.1386 4.1000
C -0.9137 3.1968 3.2251
C -0.1206 3.2814 2.0955
N 0.8312 2.4006 1.7850
C 2.9361 -1.8829 -0.3127
C 3.9863 -2.6991 -0.7568
C 5.2739 -2.5348 -0.2713
Cl 6.5305 -3.5943 -0.8777
N 1.6096 -1.9243 -0.7226
C 1.2003 -2.7712 -1.7407
O 1.9078 -3.6056 -2.3371
C -0.2018 -2.6021 -2.0697
C -0.7900 -3.2601 -3.1570
C -2.1157 -3.0717 -3.4527
C -2.8705 -2.1763 -2.6241
C -2.2238 -1.5148 -1.6147
N -0.9178 -1.6762 -1.3089
H 4.7515 -0.0038 1.8828
H 0.5372 0.3974 4.4473
H -1.3094 2.0147 4.9835
H -1.6943 3.9261 3.4013
H -0.2686 4.0854 1.3794
H 3.7843 -3.4563 -1.4949
H -0.1517 -3.9161 -3.7349
H -2.5772 -3.5733 -4.2955
H -3.9243 -1.9934 -2.7922
H -2.7697 -0.8067 -1.0016
C -0.8518 -3.3904 2.6523
O -1.4781 -2.5619 3.6400
C -2.2015 -1.4865 3.2114
C -3.3434 -1.1729 3.9192
C -4.1290 -0.0721 3.5698
C -3.7682 0.6932 2.4822
C -2.6082 0.4043 1.7550
C -2.2712 1.2274 0.6110
N -1.2377 1.0806 -0.1436
N -1.2158 1.9921 -1.1989
C -0.1531 1.7543 -1.9243
O 0.6946 0.8386 -1.6698
C 0.0786 2.6076 -3.1259
C -0.7680 3.6684 -3.4360
C -0.5310 4.4484 -4.5578
C 0.5538 4.1723 -5.3818
C 1.3975 3.1141 -5.0757
C 1.1622 2.3342 -3.9514
C -1.7766 -0.6656 2.1331
O -0.6375 -0.8957 1.5498
H -0.7634 -4.3741 3.1125
H 0.1286 -3.0152 2.3742
H -1.4645 -3.4597 1.7517
H -3.6140 -1.8125 4.7510
H -5.0222 0.1613 4.1365
H -4.3773 1.5384 2.1786
H -2.9648 2.0235 0.3406
H -1.6084 3.8619 -2.7827
H -1.1937 5.2731 -4.7926
H 0.7389 4.7806 -6.2597
H 2.2438 2.8916 -5.7142
H 1.8070 1.5046 -3.6931
*
```

## Properties
E_tot in hartree: -3745.5892
Orbital gap (spin up / spin down) in eV: 4.0 / 6.3
Relative energy (zero: lowest compared OMol25 entry of this formula, charge and spin) in kJ/mol: 17.82
Highest occupied orbital energy (spin up / spin down) in eV: 0.4326 / -1.9189
Expectation value of S²: 2.026
LUMO level (spin up / spin down) in eV: 4.399 / 4.397